Entry 1:
Formula: C13H29BClN2O6S2
Source: the Open Molecules 2025 dataset
Level of theory: ωB97M-V/def2-TZVPD

Computed properties:
HOMO level: -5.03 eV
net charge: -1

XYZ file:
```
54
Properties=species:S:1:pos:R:3:forces:R:3:lowdin_charge:R:1
Cl -0.0089 -0.2762 -2.7176 0.00 -0.01 0.03 0.612
S 6.6686 -0.5500 -2.4059 -0.17 0.00 0.07 0.799
S -5.7127 1.3167 1.6750 -0.03 0.05 0.00 0.801
O 0.0834 2.4452 2.1125 0.48 0.04 0.46 0.133
O 2.3805 1.1921 -1.9891 -0.40 0.01 -0.04 -0.035
O 2.0345 2.6058 0.7914 0.35 -0.34 0.13 0.178
O -6.5768 0.1731 2.0673 -0.05 0.02 0.06 -0.540
O 7.5713 -0.3645 -1.2320 0.11 0.05 -0.07 -0.574
O 3.3048 -0.3934 -0.7237 -0.65 -0.30 0.17 -0.068
N -0.9253 -0.9632 0.1706 -0.10 0.12 0.08 -0.032
N 0.1828 -0.1241 -0.0896 0.39 -0.12 0.19 -0.160
C 1.2141 -2.1379 -1.2247 -0.06 0.53 0.00 -0.208
C 5.5092 0.8051 -2.4357 0.09 0.31 0.06 -0.277
C 0.9254 -3.7376 0.6521 -0.11 -0.09 0.17 -0.023
C 7.6099 -0.0294 -3.8537 0.09 0.00 -0.07 -0.294
C 2.3364 0.1544 -1.3239 0.97 0.43 0.03 -0.717
C -6.8021 2.7187 1.3906 -0.05 0.11 0.05 -0.267
C -2.1024 -0.1954 0.5689 -0.11 0.30 -0.33 -0.231
C -3.9802 -1.9120 0.3806 -0.03 0.65 0.13 -0.096
C -3.3506 -0.6247 -0.2011 0.20 -0.45 0.38 -0.246
C 0.9587 0.2469 1.1233 -0.20 0.19 0.46 -0.041
C 0.9755 -0.6112 -1.1930 -0.13 -0.18 -0.48 -0.642
C 1.6289 -2.7753 0.0617 -0.27 0.02 0.30 -0.181
C -4.9705 1.9564 3.1806 0.01 0.08 0.09 -0.260
B 1.0563 1.8264 1.3353 -0.21 -0.11 -0.28 -0.614
H -4.9051 -1.6560 0.8995 -0.11 -0.17 -0.02 0.043
H -5.7491 2.1443 3.9203 -0.03 -0.03 -0.02 0.055
H -4.2801 1.2024 3.5528 0.00 -0.03 -0.04 0.047
H 0.3492 -2.6319 -1.6603 -0.17 -0.06 0.28 0.084
H 8.0126 0.9699 -3.6849 -0.02 0.00 0.05 0.048
H -7.3942 2.5020 0.5042 0.02 -0.04 -0.01 0.049
H 1.9289 -0.2484 1.1877 0.08 0.04 -0.26 0.100
H 2.0406 -2.2974 -1.9203 0.03 0.01 -0.02 0.122
H 4.9233 0.7552 -3.3535 -0.05 -0.04 0.03 0.060
H -7.4584 2.8528 2.2508 0.01 -0.04 0.01 0.054
H 4.8241 0.7124 -1.5912 0.01 -0.21 -0.06 0.020
H -1.8980 0.8498 0.3351 0.13 0.01 -0.03 0.117
H 6.0545 1.7501 -2.3789 0.09 -0.06 -0.06 0.059
H 2.5364 -2.4184 0.5336 0.48 -0.35 -0.55 0.098
H 0.3785 -0.1283 1.9768 -0.02 -0.13 -0.03 0.106
H 2.5020 3.1479 1.4313 -0.29 0.38 -0.14 0.104
H -0.1361 -3.8624 0.4640 0.11 -0.51 -0.64 0.048
H -0.2935 1.8046 2.7225 -0.34 0.01 -0.23 0.078
H 8.4256 -0.7360 -3.9997 -0.01 -0.01 0.03 0.037
H -3.3164 -2.3335 1.1363 0.05 -0.28 -0.12 0.061
H -6.2027 3.6133 1.2216 0.01 -0.01 -0.02 0.054
H 6.9576 -0.0359 -4.7270 -0.01 0.00 0.01 0.045
H -2.2900 -0.2397 1.6531 -0.02 -0.09 0.05 0.106
H -0.6783 -1.6616 0.8638 0.05 0.00 0.01 0.091
H -4.4245 2.8723 2.9539 0.02 -0.02 -0.02 0.056
H -3.0365 -0.7931 -1.2294 -0.04 0.19 -0.09 0.095
H -4.1963 -2.6534 -0.3838 0.01 -0.11 0.03 0.062
H -4.0621 0.1998 -0.1538 -0.04 -0.13 -0.26 0.044
H 1.3771 -4.4267 1.3554 -0.10 0.42 0.55 0.040
```
Positions in Å, forces in eV/Å.

Entry 2:
Formula: C13H29BO
Source: the Open Molecules 2025 dataset
Level of theory: ωB97M-V/def2-TZVPD

Computed properties:
HOMO level: -9.66 eV
SMILES string: BCCCCCCCCCCCCOC
net charge: 0

XYZ file:
```
44
Properties=species:S:1:pos:R:3:forces:R:3:lowdin_charge:R:1
O 1.0270 1.0793 5.8964 -0.07 0.41 -0.69 -0.192
C -0.7464 -0.2368 4.7059 -0.12 0.83 -0.44 -0.173
C -0.2815 1.1085 5.3626 -0.93 -0.90 0.35 -0.241
C 1.0244 -0.9211 0.3980 0.87 -1.02 -0.48 -0.201
C -0.3508 -1.0483 -1.8171 0.62 -0.42 0.44 -0.216
C 0.5833 -1.8247 -0.8155 0.19 1.07 -0.38 -0.193
C -0.6373 -0.1756 3.1304 -0.64 -0.59 0.88 -0.201
C -0.8003 2.1986 -5.7560 -0.71 0.26 -0.15 -0.230
C 1.0165 -1.6691 1.7591 -0.36 0.33 0.05 -0.215
C 0.4036 -0.5455 -3.0761 -0.63 -0.58 -0.55 -0.208
C 0.0141 1.5334 -4.5902 -0.01 0.40 -0.19 -0.230
C 2.0003 0.7802 4.9064 0.58 -0.44 0.76 -0.113
C -0.3283 -1.5828 2.5303 0.32 0.07 0.34 -0.203
C -0.5555 0.1792 -4.0977 1.11 0.18 0.65 -0.214
B -2.2956 1.6534 -5.9270 0.86 0.19 -0.15 0.007
H 0.4665 0.0312 0.4103 0.01 -0.48 0.24 0.100
H -0.4249 1.9160 4.6168 0.28 -0.12 0.30 0.121
H -0.2950 2.1239 -6.7376 0.03 -0.15 0.59 0.084
H 1.8417 1.3099 3.9515 -0.07 -0.22 0.32 0.088
H 2.0796 -0.6488 0.1883 -0.53 0.09 0.19 0.104
H 2.9783 1.0804 5.3232 -0.43 -0.05 -0.22 0.092
H 0.0444 2.2474 -3.7448 -0.06 -0.43 -0.24 0.111
H 1.2531 -2.7457 1.6420 0.03 0.55 -0.27 0.109
H -1.8107 -0.3729 4.9836 0.50 -0.05 -0.18 0.108
H 1.2891 0.0713 -2.8307 -0.52 -0.12 0.10 0.113
H -1.1836 -1.9558 1.9337 0.52 0.24 0.00 0.111
H -0.2487 -2.2894 3.3818 -0.10 0.28 -0.42 0.098
H -3.1742 1.9047 -5.1715 -0.02 0.03 0.23 0.016
H -1.6307 0.1826 2.7963 0.59 -0.07 -0.14 0.108
H 1.4953 -2.0788 -1.3945 -0.41 -0.12 0.42 0.101
H -0.6889 -0.4969 -4.9600 -0.36 0.32 0.35 0.116
H -0.2107 -1.1030 5.1298 0.01 0.46 -0.13 0.106
H -0.9511 1.3089 6.2183 0.43 0.11 -0.30 0.119
H 1.8359 -1.2459 2.3744 -0.53 -0.20 -0.02 0.098
H 0.1464 -2.7814 -0.4873 -0.05 0.47 0.01 0.101
H 1.0648 1.4514 -4.9332 -0.48 -0.27 0.26 0.109
H -0.7688 -0.1782 -1.2791 -0.16 -0.41 -0.31 0.101
H -0.8825 3.2888 -5.5440 0.07 -0.51 -0.09 0.093
H -2.5591 1.0026 -6.8920 -0.10 -0.05 0.03 0.018
H 0.7867 -1.4443 -3.5948 0.10 0.36 0.28 0.106
H -1.4943 0.3616 -3.5436 0.10 -0.11 -0.65 0.107
H 0.0943 0.6033 2.8623 -0.13 -0.50 -0.15 0.083
H 2.0351 -0.3222 4.7844 0.00 0.52 -0.46 0.088
H -1.1617 -1.7498 -2.0932 0.18 0.65 -0.17 0.111
```
Positions in Å, forces in eV/Å.

Entry 3:
Formula: C13H29F3IN2O5Si2
Source: the Open Molecules 2025 dataset
Level of theory: ωB97M-V/def2-TZVPD

Computed properties:
HOMO level: -3.75 eV
net charge: -1

XYZ file:
```
55
Properties=species:S:1:pos:R:3:forces:R:3:lowdin_charge:R:1
I 5.8010 -0.5913 1.2055 -0.22 -0.40 -0.41 0.741
Si 3.9211 -0.1938 -1.4932 -0.27 -0.45 -1.73 0.413
Si 1.2778 0.1519 -0.3595 -1.63 0.42 -1.40 0.581
F -4.9105 0.9961 1.4327 -0.01 0.03 -0.25 0.089
F -2.7625 0.8137 1.6294 0.23 -0.10 -0.13 0.089
F -3.9949 -0.9526 1.5219 0.09 -0.17 0.02 0.101
O -4.6365 1.5083 4.1338 -0.48 0.43 -0.67 -0.123
O 1.9546 2.7931 -0.1246 -0.30 -0.86 -0.11 -0.160
O 2.2359 -0.3503 -1.6901 1.15 0.66 1.97 -0.347
O 2.6171 4.7626 -0.0716 0.26 0.32 -0.25 0.050
O -3.0479 -0.1701 4.2224 -0.20 -0.03 -0.59 -0.180
N -2.3510 -2.6562 -3.0043 -0.05 -0.10 0.46 -0.026
N 2.8863 3.6821 0.2945 0.33 0.47 0.47 -0.077
C 3.7462 -2.6437 0.1208 0.94 -0.04 -0.25 -0.378
C -3.4839 3.3799 3.0146 0.32 0.04 -0.12 -0.093
C -3.9278 0.2872 2.0544 -0.48 0.53 0.37 -0.550
C -3.7433 2.5863 4.2881 -0.24 0.10 0.29 -0.296
C 4.6811 -0.3218 -3.2408 0.27 0.17 0.70 -0.188
C 4.7222 -1.5695 -0.4386 -0.55 -0.26 0.12 -0.785
C 3.0331 -3.4534 -0.9897 -0.17 -0.01 0.73 -0.104
C -0.3475 0.8057 -1.1165 1.20 0.23 -0.78 -0.247
C -4.1208 0.2450 3.6056 1.24 -0.57 0.99 -0.543
C -2.5075 -0.3962 -1.8148 0.38 -1.24 0.34 -0.183
C -2.9021 -1.9121 -1.8506 -0.34 0.67 -0.44 -0.275
C 2.0054 1.5829 0.6650 -0.26 -0.46 0.52 -0.265
C -0.9767 -0.2431 -2.0973 -0.64 0.45 1.19 -0.250
H 5.4948 -2.0730 -1.0392 -0.11 0.26 0.25 0.040
H 3.0599 -2.1580 0.8245 -0.08 -0.29 -0.24 0.072
H 2.4104 -4.2029 -0.4758 0.03 0.24 -0.28 0.078
H -0.8052 0.0209 -3.1490 0.18 -0.08 0.33 0.104
H -3.9965 -2.0123 -1.8914 0.25 0.12 0.17 0.098
H 1.3079 1.7413 1.5109 0.18 -0.23 -0.27 0.102
H -0.0394 1.6997 -1.6934 -0.21 -0.18 0.30 0.076
H -4.3994 3.5006 2.4339 -0.04 0.02 0.07 0.071
H 4.2942 1.0995 -0.9016 -0.19 0.13 0.00 -0.011
H -1.0317 1.1615 -0.3348 0.09 -0.27 -0.17 0.069
H -2.7461 2.8905 2.3827 -0.05 0.02 -0.03 0.050
H 3.7460 -4.0275 -1.5977 -0.09 0.37 0.03 0.076
H 5.7791 -0.3411 -3.1174 -0.31 -0.04 -0.04 0.027
H -3.0862 4.3697 3.2611 -0.06 0.01 0.04 0.063
H -5.0274 -0.3924 3.6925 -0.22 -0.02 0.07 0.132
H -3.1382 0.1886 -2.4971 0.27 -0.10 0.02 0.107
H -1.4320 -2.9928 -2.7539 0.10 -0.07 -0.13 0.043
H -2.2112 -2.0288 -3.7847 -0.08 0.05 -0.11 0.053
H 2.9908 1.4037 1.1194 -0.09 0.28 -0.34 0.051
H 4.4609 0.5695 -3.8462 -0.15 -0.38 0.09 0.027
H -2.7209 -0.0595 -0.7909 -0.02 0.08 -0.36 0.078
H 2.3841 -2.8287 -1.6131 0.22 -0.19 0.03 0.056
H -4.2391 3.2586 4.9970 -0.05 -0.06 0.05 0.102
H -0.4793 -1.2071 -1.8955 -0.28 0.14 -0.32 0.070
H 4.3922 -1.2479 -3.7565 -0.06 0.33 0.06 0.031
H -2.8088 2.2763 4.7644 0.05 -0.23 -0.16 0.106
H 4.3594 -3.3635 0.6877 -0.30 0.28 0.08 0.091
H 0.8897 -1.0024 0.4808 0.47 -0.04 0.14 0.032
H -2.5769 -2.3834 -0.9138 0.01 0.03 -0.29 0.111
```
Positions in Å, forces in eV/Å.

Entry 4:
Formula: C13H29NOP2Pb
Source: the Open Molecules 2025 dataset
Level of theory: ωB97M-V/def2-TZVPD

Computed properties:
HOMO level (alpha / beta): -14.25 / -13.75 eV
relative energy (zero: lowest compared OMol25 entry of this formula, charge and spin): 54.9 kJ/mol
net charge: +2

XYZ file:
```
47
Properties=species:S:1:pos:R:3:forces:R:3:lowdin_charge:R:1
Pb 1.6318 -0.4216 -2.1927 -0.99 0.94 -0.04 1.035
P 0.2045 -3.1142 -1.5501 -0.44 -3.91 0.18 0.750
P 0.1108 2.1310 -1.5162 0.56 1.49 -0.46 0.736
O 1.8178 -1.3369 1.2240 -1.66 2.85 -5.09 0.092
N -0.0794 1.0637 1.8185 0.45 -0.18 -0.55 0.075
C 0.3049 -4.0115 -3.1580 0.12 1.00 -0.70 -0.250
C 1.5064 -0.7861 0.2349 1.91 -2.83 5.85 -0.238
C 0.0866 2.9074 -3.1912 0.08 -0.40 -0.14 -0.280
C -1.3573 2.9606 -0.8015 -0.59 -0.56 0.38 -0.242
C 0.0778 1.9863 3.9211 -2.18 -0.27 0.14 0.011
C -1.3432 -3.8965 -0.8871 -0.65 1.15 0.36 -0.237
C 1.3876 -4.1845 -0.6108 0.54 0.46 0.39 -0.247
C -2.5789 0.7475 1.6496 -0.29 0.18 -0.41 -0.054
C 0.7931 1.5066 2.7919 -1.21 -0.04 -0.51 -0.324
C 1.4170 3.1289 -0.7122 0.18 -0.11 0.19 -0.270
C 2.2707 1.4818 2.6907 -0.22 0.34 -0.32 -0.028
C -1.3354 1.2142 2.3069 1.24 -0.25 -0.07 -0.356
C -1.2868 1.7808 3.6128 1.76 0.52 1.27 0.015
H 2.6792 2.3441 3.2512 -0.02 -0.53 -0.34 0.108
H 0.1863 -5.0984 -3.0018 0.00 0.59 0.11 0.074
H 1.2493 3.1429 0.3703 0.00 -0.07 -0.21 0.034
H 2.6384 0.5519 3.1453 0.17 0.21 -0.17 0.098
H -2.9213 -0.1825 2.1423 0.12 0.33 -0.31 0.088
H -2.2161 -3.4073 -1.3454 0.16 -0.32 0.10 0.060
H 0.5681 2.3656 4.8162 -0.47 -0.04 -0.18 0.122
H -0.1720 -1.0295 -1.7412 -0.06 -0.19 -0.27 -0.101
H -2.2625 2.3920 -1.0550 0.11 0.42 -0.02 0.052
H -2.4200 0.5784 0.5693 -0.12 -0.12 0.55 0.064
H 0.0236 4.0002 -3.0659 0.06 -0.42 -0.11 0.062
H -1.3828 -4.9911 -1.0721 0.39 0.75 -0.10 0.083
H 2.4010 2.6871 -0.8945 0.03 0.31 -0.03 0.038
H -1.3860 -1.8762 1.5180 0.78 0.28 -0.45 0.094
H -1.4224 4.0079 -1.1647 0.15 -0.72 -0.04 0.081
H -2.1849 1.9119 4.1972 0.23 0.29 0.27 0.117
H -1.2744 2.9813 0.2906 0.06 -0.09 -0.24 0.034
H 1.2776 -3.8111 -3.6292 -0.19 -0.21 0.09 0.052
H 2.5503 1.5460 1.6246 0.22 -0.12 0.51 0.060
H 0.9908 2.6445 -3.7583 -0.16 0.21 0.13 0.042
H 2.4177 -3.8933 -0.8440 -0.07 -0.22 0.07 0.052
H -0.7745 2.5584 -3.7738 0.11 0.10 0.16 0.057
H 1.2278 -4.0379 0.4659 0.08 -0.11 -0.25 0.052
H -0.4650 -3.6370 -3.8474 0.13 -0.25 0.16 0.062
H -1.4043 -3.7002 0.1973 0.06 -0.20 -0.52 0.018
H -0.7696 -1.5942 1.1539 -0.85 -0.31 0.52 0.046
H 1.2419 -5.2582 -0.8676 -0.10 0.81 0.04 0.083
H 1.3747 4.1641 -1.0898 0.10 -0.42 0.09 0.071
H -3.3991 1.4834 1.7781 0.46 -0.35 -0.04 0.105
```
Positions in Å, forces in eV/Å.

| no. | E (hartree) |
| --- | --- |
| 1 | -2355.14596 |
| 2 | -612.71885 |
| 3 | -2174.75937 |
| 4 | -1517.52506 |